1.
The following is a DFT calculation (ωB97M-V/def2-TZVPD) of C4H6N2 in the gas phase at a distorted geometry.

largest force on an atom: 4.5 eV/Å
HOMO-LUMO gap: 9.6073 eV
energy relative to the best compared isomer or geometry (same formula, charge and spin): 72.2 kcal/mol
total energy: -265.4205 Eh
structure (SMILES): C1=N[C@@H]2C[C@@H]2N1
LUMO: 0.9 eV

Structure (ORCA input):
```
! wB97M-V def2-TZVPD RIJCOSX def2/J DEFGRID3
* xyz 0 1
C 1.176 -0.001 0.499
C 0.364 0.726 -0.513
C -1.584 -0.269 0.068
C 0.493 -0.867 -0.505
H 0.780 -0.260 1.496
H 2.283 0.168 0.228
H 0.808 1.476 -1.207
H -0.991 1.654 0.623
H -2.553 -0.488 0.627
H 1.164 -1.761 -0.835
N -1.101 0.982 -0.269
N -0.840 -1.359 -0.212
*
```


2.
The following is a DFT calculation (ωB97M-V/def2-TZVPD) of a molecular structure, C15H22CrNO5Si.

largest force on an atom: 0.4 eV/Å
HOMO-LUMO gap (alpha / beta): 7.6869 / 7.6554 eV
energy relative to the best compared isomer or geometry (same formula, charge and spin): 0.0 kcal/mol
total energy: -2349.8465 Eh
LUMO (alpha / beta): 2.4 / 2.4 eV

Structure (ORCA input):
```
! wB97M-V def2-TZVPD RIJCOSX def2/J DEFGRID3
* xyz -1 5
Cr 0.228 0.193 -1.131
O 1.608 -6.568 -0.492
C 0.448 -6.139 -0.596
O -0.649 -6.728 -0.542
C 0.338 -4.608 -0.822
C -0.906 -4.004 -0.954
C -0.991 -2.639 -1.137
N 0.099 -1.867 -1.193
C 1.313 -2.436 -1.067
C 1.469 -3.798 -0.886
C 2.502 -1.464 -1.085
O 3.633 -1.881 -0.941
O 2.154 -0.219 -1.230
H -1.787 -4.629 -0.902
H -1.938 -2.124 -1.240
H 2.457 -4.221 -0.783
C -0.128 0.691 3.374
C 1.321 0.200 3.341
C 1.665 0.130 1.845
O 0.457 0.488 1.144
C -0.652 0.251 2.015
H -0.168 1.777 3.464
H -0.699 0.258 4.195
H 1.403 -0.789 3.791
H 1.991 0.869 3.880
H 1.972 -0.876 1.553
H 2.435 0.829 1.527
H -0.900 -0.818 2.010
H -1.501 0.810 1.633
C 0.643 2.855 -1.761
Si -1.161 2.878 -1.145
C -1.105 3.587 0.599
C -2.099 4.105 -2.229
C -1.723 1.133 -1.238
H 1.073 3.860 -1.768
H 0.723 2.480 -2.787
H 1.322 2.260 -1.130
H -0.743 4.618 0.588
H -0.433 3.012 1.238
H -2.099 3.583 1.054
H -1.665 5.108 -2.184
H -3.139 4.172 -1.900
H -2.100 3.780 -3.271
H -2.095 0.968 -2.263
H -2.567 0.912 -0.571
*
```


3.
The following is a DFT calculation (ωB97M-V/def2-TZVPD) of C5H7N in the gas phase.

largest force on an atom: 0.4 eV/Å
HOMO-LUMO gap: 10.3360 eV
energy relative to the best compared isomer or geometry (same formula, charge and spin): 79.8 kcal/mol
total energy: -249.3460 Eh
structure (SMILES): C#C[C@@H]1CN1C
LUMO: 1.1 eV

Structure (ORCA input):
```
! wB97M-V def2-TZVPD RIJCOSX def2/J DEFGRID3
* xyz 0 1
C 0.157 0.965 1.504
N 0.423 -0.040 0.509
C 1.361 0.044 -0.566
C -0.125 0.048 -0.820
C -0.998 -1.079 -1.109
C -1.826 -1.955 -1.116
H -0.876 0.808 1.835
H 0.265 2.011 1.174
H 0.817 0.782 2.356
H 1.886 0.991 -0.738
H 1.962 -0.844 -0.750
H -0.495 1.007 -1.196
H -2.551 -2.740 -1.085
*
```


4.
The following is a DFT calculation (ωB97M-V/def2-TZVPD) of a molecular structure, C46H46N11O6Rb at a distorted geometry.

largest force on an atom: 5.4 eV/Å
HOMO-LUMO gap (alpha / beta): 6.2650 / 3.9464 eV
energy relative to the best compared isomer or geometry (same formula, charge and spin): 0.0 kcal/mol
total energy: -2858.2709 Eh
LUMO (alpha / beta): 3.6 / 3.6 eV

Structure (ORCA input):
```
! wB97M-V def2-TZVPD RIJCOSX def2/J DEFGRID3
* xyz -2 1
Rb -0.347 0.371 0.446
N -2.485 4.433 -1.390
C -1.431 3.603 -1.013
N -1.287 3.084 0.156
C -2.059 3.611 1.204
N -1.774 3.346 2.447
N -0.828 2.430 2.661
C -0.463 2.304 3.947
C 0.501 1.299 4.328
C 0.819 1.132 5.673
C 1.837 0.248 6.033
C 2.489 -0.571 5.091
C 2.007 -0.410 3.730
N 1.081 0.455 3.351
C -3.140 4.420 0.890
C -4.124 4.719 1.833
C -5.313 5.337 1.547
C -5.514 5.982 0.320
C -4.608 5.618 -0.694
C -3.447 4.898 -0.398
H -2.661 4.592 -2.393
H -0.797 3.350 -1.864
H -0.930 2.991 4.630
H 0.390 1.786 6.418
H 2.095 0.108 7.113
H 3.235 -1.349 5.309
H 2.340 -1.095 2.981
H -4.034 4.541 2.892
H -6.052 5.492 2.309
H -6.243 6.629 0.152
H -4.751 5.905 -1.681
N 3.085 -0.440 -2.890
C 3.913 -1.326 -3.520
O 4.071 -1.478 -4.721
C 4.684 -2.174 -2.556
C 4.494 -3.639 -2.842
H 2.487 0.147 -3.453
H 2.979 -0.408 -1.894
H 4.384 -2.014 -1.516
H 5.775 -1.956 -2.627
H 4.844 -4.388 -2.076
H 4.144 -4.003 -3.806
C -4.150 -0.575 -0.802
N -2.883 -0.183 -1.340
C -2.880 0.600 -2.353
C -1.718 1.172 -3.057
C -1.829 1.986 -4.184
C -0.539 2.459 -4.484
C 0.295 1.768 -3.528
N -0.426 1.018 -2.676
C -4.238 -0.292 0.693
C -4.201 -1.283 1.681
C -4.205 -0.968 3.033
C -4.275 0.350 3.440
C -4.359 1.314 2.479
C -4.329 0.976 1.106
H -4.234 -1.631 -0.902
H -4.988 -0.064 -1.314
H -3.841 0.923 -2.744
H -2.847 2.223 -4.622
H -0.230 2.874 -5.467
H 1.368 1.864 -3.559
H -4.123 -2.309 1.335
H -4.248 -1.786 3.714
H -4.208 0.586 4.458
H -4.304 2.404 2.712
H -4.478 1.637 0.290
O 4.482 -1.354 0.454
C 3.791 -0.329 0.660
O 2.741 -0.066 0.025
C 4.317 0.661 1.708
C 3.697 1.869 1.984
C 4.102 2.698 3.062
C 5.236 2.322 3.710
C 5.932 1.146 3.446
C 5.474 0.335 2.443
N 5.662 3.124 4.839
O 6.676 2.841 5.449
O 4.947 4.026 5.153
H 2.812 2.074 1.398
H 3.600 3.604 3.328
H 6.832 0.776 3.938
H 5.784 -0.686 2.256
C 0.154 -5.414 -5.208
C 1.277 -4.767 -4.399
N 0.785 -4.110 -3.195
C 0.253 -2.755 -3.255
C -1.336 -2.596 -3.369
C 0.575 -4.953 -2.212
O 0.738 -6.163 -2.258
C 0.174 -4.312 -0.927
C 0.782 -3.234 -0.324
C 0.339 -2.782 0.916
C -0.789 -3.391 1.497
N -1.320 -4.505 0.933
C -0.872 -4.951 -0.265
H 0.595 -5.853 -6.108
H -0.518 -4.593 -5.632
H -0.354 -6.154 -4.592
H 1.896 -4.096 -4.955
H 1.953 -5.575 -4.074
H 0.720 -2.267 -4.158
H 0.703 -2.075 -2.529
H -1.755 -3.287 -4.104
H -1.527 -1.589 -3.723
H -1.834 -2.657 -2.387
H 1.610 -2.740 -0.790
H 0.832 -1.927 1.411
H -1.259 -3.088 2.433
H -1.405 -5.853 -0.611
*
```


5.
The following is a DFT calculation (ωB97M-V/def2-TZVPD) of a molecular structure, C4H5N3O at a distorted geometry.

largest force on an atom: 7.5 eV/Å
HOMO-LUMO gap: 8.7276 eV
energy relative to the best compared isomer or geometry (same formula, charge and spin): 122.6 kcal/mol
total energy: -394.7721 Eh
LUMO: -0.2 eV

Structure (ORCA input):
```
! wB97M-V def2-TZVPD RIJCOSX def2/J DEFGRID3
* xyz 0 1
C 1.162 0.427 -0.085
C 2.105 -0.597 0.093
C -1.330 0.441 -0.223
C -2.447 -0.344 0.162
H 2.007 2.177 0.568
H 3.164 -0.630 0.543
H -1.464 1.611 -0.403
H -2.351 -1.382 0.005
H -3.484 0.009 0.381
N 1.360 -1.853 -0.154
N 0.107 -1.477 -0.295
N -0.004 -0.116 -0.371
O 1.176 1.734 -0.222
*
```


6.
The following is a DFT calculation (ωB97M-V/def2-TZVPD) of C8H8N2O2S2 in the gas phase at a distorted geometry.

largest force on an atom: 7.3 eV/Å
HOMO-LUMO gap: 8.0327 eV
energy relative to the best compared isomer or geometry (same formula, charge and spin): 0.0 kcal/mol
total energy: -1365.9028 Eh
structure (SMILES): NS(=O)(=O)[C@H]1C(S)=Nc2ccccc21
LUMO: -0.6 eV

Structure (ORCA input):
```
! wB97M-V def2-TZVPD RIJCOSX def2/J DEFGRID3
* xyz 0 1
C -2.343 -0.759 0.593
C -2.883 0.296 -0.166
C -0.965 -0.808 0.976
C -2.022 1.400 -0.407
C 1.321 0.320 0.459
C -0.079 0.141 0.421
C -0.666 1.332 -0.133
C 1.391 1.883 0.053
N 0.288 2.378 -0.383
N 0.880 -2.236 -1.166
O 3.189 -1.482 -0.803
O 1.792 -2.342 1.118
S 2.976 2.664 0.089
S 1.970 -1.658 -0.092
H -2.914 -1.660 0.976
H -3.782 0.290 -0.688
H -0.458 -1.664 1.429
H -2.594 2.222 -0.850
H 1.620 0.269 1.488
H 0.617 -1.670 -1.836
H 0.002 -2.684 -0.719
H 2.661 3.767 -0.358
*
```